(1)
Entry from the Open Molecules 2025 dataset: an isolated molecule of C2H5N3O in a non-equilibrium geometry (ωB97M-V with the def2-TZVPD basis set).

Output
* LUMO level: 0.0404 Eh
* SMILES string: NN1C=CON1
* HOMO energy: -8.2 eV
* ΔE to the lowest compared entry with this formula, charge and spin: 138.6 kcal per mole
* frontier orbital gap: 9.29 eV

Bonds (Å) are listed after each position.
Atoms and positions in Å:
1 N -1.62913 0.57567 0.37741  N2 1.378, H7 1.003, H8 1.090
2 N -0.57956 0.22585 -0.44475  N1 1.378, C3 1.515, N6 1.496
3 C 0.02492 -1.14905 -0.24687  N2 1.515, C4 1.338, H9 1.002
4 C 1.29968 -1.06939 0.15251  C3 1.338, O5 1.357, H10 0.962
5 O 1.66507 0.23237 0.26237  C4 1.357, N6 1.448
6 N 0.58622 1.11149 -0.13777  N2 1.496, O5 1.448, H11 1.041
7 H -1.59691 0.79974 1.35500  N1 1.003
8 H -2.04884 1.47615 -0.07090  N1 1.090
9 H -0.56025 -1.95408 -0.36301  C3 1.002
10 H 1.97083 -1.75892 0.17350  C4 0.962
11 H 0.86796 1.51016 -1.05747  N6 1.041

Mulliken atomic charge list, values in e, 5 entries: number 1, N, carries -0.55; number 2, N, carries 0.03; number 3, C, carries -0.60; number 4, C, carries -0.12; number 5, O, carries -0.29

---

(2)
Entry from the Open Molecules 2025 dataset: an isolated molecule of C7H9NO2 (ωB97M-V with the def2-TZVPD basis set).

Output
* LUMO level: 0.0104 Eh
* SMILES string: CO/C(C)=C(\C#N)C(C)=O
* HOMO energy: -9.3 eV
* ΔE to the lowest compared entry with this formula, charge and spin: 35.0 kcal per mole
* frontier orbital gap: 9.59 eV

Bonds (Å) are listed after each position.
Atoms and positions in Å:
1 C -0.69583 -2.65724 -0.50317  O2 1.410, H11 1.089, H12 1.093, H13 1.093
2 O -0.28638 -1.39740 -0.98740  C1 1.410, C3 1.340
3 C -0.09972 -0.37053 -0.14706  O2 1.340, C4 1.487, C5 1.372
4 C -0.33050 -0.55601 1.30974  C3 1.487, H14 1.090, H15 1.086, H16 1.091
5 C 0.30905 0.80692 -0.71946  C3 1.372, C6 1.413, C8 1.472
6 C 0.49521 0.81508 -2.12058  C5 1.413, N7 1.147
7 N 0.64917 0.82901 -3.25750  C6 1.147
8 C 0.57088 2.06685 -0.00478  C5 1.472, C9 1.507, O10 1.215
9 C 1.02381 3.19869 -0.89091  C8 1.507, H17 1.088, H18 1.089, H19 1.087
10 O 0.44026 2.20854 1.19457  C8 1.215
11 H -0.76262 -3.29566 -1.38234  C1 1.089
12 H -1.67496 -2.60439 -0.01925  C1 1.093
13 H 0.03290 -3.07660 0.19563  C1 1.093
14 H -1.34674 -0.90632 1.49071  C4 1.090
15 H -0.17462 0.38227 1.83296  C4 1.086
16 H 0.35850 -1.30378 1.70437  C4 1.091
17 H 0.26827 3.40685 -1.64626  C9 1.088
18 H 1.94104 2.92256 -1.40817  C9 1.089
19 H 1.19500 4.08707 -0.28814  C9 1.087

Mulliken atomic charge list, values in e, 5 entries: number 1, C, carries -0.76; number 2, O, carries -0.39; number 3, C, carries 1.01; number 4, C, carries -1.57; number 5, C, carries 0.24

---

(3)
Entry from the Open Molecules 2025 dataset: an isolated ion of composition CH5N2S2 and charge +1 in a non-equilibrium geometry (ωB97M-V with the def2-TZVPD basis set).

Output
* LUMO level: -0.1792 Eh
* SMILES string: NC(=[NH2+])SS
* HOMO energy: -14.3 eV
* total charge: +1
* ΔE to the lowest compared entry with this formula, charge and spin: 13.8 kcal per mole
* frontier orbital gap: 9.39 eV

Bonds (Å) are listed after each position.
Atoms and positions in Å:
1 N 0.17026 0.87027 0.43632  C2 1.343, H6 1.072, H7 0.997
2 C 0.04487 -0.45748 0.27871  N1 1.343, N3 1.317, S4 1.721
3 N 1.04830 -1.27813 0.04694  C2 1.317, H8 1.110, H9 1.020
4 S -1.50594 -1.18326 0.10070  C2 1.721, S5 2.199
5 S -3.01988 0.40810 -0.01462  S4 2.199, H10 1.283
6 H 1.01771 1.32118 0.91326  N1 1.072
7 H -0.67957 1.27774 0.76241  N1 0.997
8 H 2.11952 -0.99361 0.11416  N3 1.110
9 H 0.97241 -2.07578 -0.58402  N3 1.020
10 H -3.22604 -0.13010 -1.16127  S5 1.283

Mulliken atomic charge list, values in e, 5 entries: number 1, N, carries -0.39; number 2, C, carries 0.79; number 3, N, carries -0.44; number 4, S, carries -0.10; number 5, S, carries -0.13

---

E readings, ordered: -318.529552, -477.336184, -946.728657 a.u.